Run P
Below is an isolated molecule of C2H5N3O2S, with properties calculated with ωB97M-V/def2-TZVPD.

Structure (XYZ):
```
13
Properties=species:S:1:pos:R:3
H 0.3683 2.2886 2.3063
N -0.3693 1.6730 1.9532
C 0.0540 0.7571 1.1734
N 1.3744 0.5738 0.8261
O 1.6873 -0.8165 0.8409
S -1.1413 -0.5295 0.6660
C -0.5895 -0.6634 -1.0720
N -1.6397 -0.9630 -1.8936
O 0.5560 -0.7324 -1.4288
H 2.0429 1.1807 1.3397
H 1.6078 -0.9474 -0.1641
H -1.3617 -1.2479 -2.7995
H -2.5893 -0.5730 -1.7476
```

Spin multiplicity: 1
SMILES string: [H]/N=C(\NO)SC(N)=O
Total charge: 0
HOMO-LUMO gap in eV: 9.69

Atom charges from the natural (NBO) analysis, given in e for atoms 1 to 4: 0.339 -0.688 0.300 -0.380

Run Q
Below is an isolated molecule of C2H5N3O2S, with properties calculated with ωB97M-V/def2-TZVPD.

Structure (XYZ):
```
13
Properties=species:S:1:pos:R:3
N 1.8386 0.6717 -0.6399
N 1.6161 -0.4192 0.2076
C 0.3562 -0.9703 0.2990
O 0.0249 -1.6802 1.2260
N -0.4496 -0.6717 -0.8067
S -2.1143 -0.8703 -0.6723
C -2.4837 0.4808 0.4143
O -1.6698 1.2366 0.8527
H 1.7934 1.5347 -0.1204
H 2.6811 0.5823 -1.1174
H 2.1169 -0.4763 1.0948
H -0.1030 0.0685 -1.3659
H -3.6069 0.5134 0.6283
```

Spin multiplicity: 1
SMILES string: NNC(=O)NSC=O
Total charge: 0
HOMO-LUMO gap in eV: 10.49

Atom charges from the natural (NBO) analysis, given in e for atoms 1 to 4: -0.661 -0.486 0.775 -0.621

Run R
Below is an isolated molecule of C2H5N3O2S, with properties calculated with ωB97M-V/def2-TZVPD.

Structure (XYZ):
```
13
Properties=species:S:1:pos:R:3
N 2.2890 0.4714 -0.4556
N 1.4113 0.4308 -1.5154
C 0.1326 0.1154 -1.3085
O -0.8541 0.2725 -2.0378
C -0.2426 -0.1496 0.2649
S 0.3284 -1.1192 1.5251
N -1.4584 0.5042 0.3177
O -2.1695 0.5471 1.4428
H 2.9433 1.2400 -0.6812
H 2.6464 -0.4159 -0.1799
H 1.9164 0.1857 -2.4827
H -1.9393 0.7202 -0.5924
H -1.6652 -0.0186 2.1293
```

Spin multiplicity: 1
SMILES string: NNC(=O)C(=S)NO
Total charge: 0
HOMO-LUMO gap in eV: 8.67

Atom charges from the natural (NBO) analysis, given in e for atoms 1 to 4: -0.651 -0.447 0.646 -0.610

Least stable structure among those shown: run R.